18
Properties=species:S:1:pos:R:3 method="wB97M-V/def2-TZVPD" max_force_ev_per_a=2.92 gap_ev=9.482 de_lowest_kcal_mol=31.0 homo_energy_ev=-8.6 smiles="CC1=C(C)[C@@H]2N=CS[C@H]12" lumo_ev=0.843 total_energy_ha=-724.99416
C -1.5327 0.7371 -0.9084
C -0.2591 0.5882 -0.2559
C 0.4306 -0.5169 0.1272
C 0.3429 -1.9240 -0.2924
C 1.2519 0.1548 1.2067
N 1.0059 -0.2129 2.5597
C 0.0360 0.3665 3.1467
S -0.8232 1.6395 2.2163
C 0.3035 1.4538 0.7932
H -2.0108 -0.2098 -1.0538
H -1.7482 1.2556 -1.8160
H -2.2260 1.3575 -0.2594
H 0.9889 -2.3784 -1.0955
H -0.6347 -1.9396 -0.7373
H 0.2955 -2.5385 0.6009
H 2.3397 0.2454 1.0230
H -0.1531 0.1004 4.2045
H 0.7095 2.4379 0.6022


19
Properties=species:S:1:pos:R:3 method="wB97M-V/def2-TZVPD" max_force_ev_per_a=4.22 gap_ev=8.794 de_lowest_kcal_mol=35.7 homo_energy_ev=-8.2 lumo_ev=0.597 total_energy_ha=-1123.15103
H -2.0298 -2.1992 1.3805
N -1.5837 -1.4091 0.9249
C -2.2372 -0.5538 0.3289
C -3.4449 -0.1007 -0.3626
S -1.8703 0.8799 -0.6816
H -4.1911 0.5879 0.2064
H -3.8981 -0.4874 -1.3292
C 1.7844 2.0165 -0.2936
C 1.6065 0.5134 -0.0247
C 1.7844 -0.6713 -0.8640
C 1.5766 -1.8920 -0.2302
S 1.2879 -1.6328 1.4243
C 1.2620 0.1187 1.2932
H 1.8131 2.6393 0.5913
H 2.6189 2.3257 -0.9243
H 0.7692 2.2545 -0.8676
H 1.8952 -0.4242 -1.8789
H 1.7923 -2.7647 -0.7517
H 1.0646 0.7993 2.0589


19
Properties=species:S:1:pos:R:3 method="wB97M-V/def2-TZVPD" max_force_ev_per_a=3.88 gap_ev=8.916 de_lowest_kcal_mol=78.2 homo_energy_ev=-9.0 smiles="C=C=C=CO[P@](C)(=O)C=C" lumo_ev=-0.058 total_energy_ha=-763.84736
C 3.3596 1.5710 0.1123
C 2.2053 1.5544 0.8097
C 1.2459 1.0330 1.4567
C 0.3423 0.7059 2.3231
O -0.8607 0.0461 2.0584
P -1.3004 -0.3894 0.5410
C -1.9751 1.1895 -0.2265
O -2.2652 -1.4634 0.7590
C 0.1930 -0.8800 -0.4277
C 0.8255 -2.0640 -0.2883
H 4.0911 2.2976 0.5217
H 3.4186 1.5299 -0.9530
H 0.5416 0.8667 3.2890
H -3.0790 1.2419 -0.1092
H -1.4594 2.0113 0.2377
H -1.8005 1.1952 -1.2993
H 0.1253 -0.1111 -1.3006
H 1.5893 -2.4392 -0.9994
H 0.5483 -2.6566 0.5339


20
Properties=species:S:1:pos:R:3 method="wB97M-V/def2-TZVPD" total_charge=-2 max_force_ev_per_a=3.80 gap_ev=5.278 de_lowest_kcal_mol=26.7 homo_energy_ev=0.6 lumo_ev=5.903 total_energy_ha=-839.15386
C -0.1217 2.0738 1.0784
C 0.8771 1.1302 1.4884
C -1.4751 -2.3505 -0.3210
C -0.6370 -1.5591 -1.0497
C 0.8846 1.2392 -0.7834
C -0.2408 2.1487 -0.2610
C 1.4686 0.6409 0.4061
O 2.7289 -1.7533 -0.3687
O 3.7638 0.5621 -0.9357
O 3.9536 -0.2676 1.4503
P 3.1465 -0.3617 0.1077
H -0.8069 2.7597 1.6601
H 1.2446 0.8235 2.5060
H -1.0912 -2.6540 0.6145
H -2.3654 -2.8538 -0.6219
H -0.8180 -1.3035 -2.0909
H 0.2658 -1.2093 -0.6693
H 0.7015 0.4326 -1.4176
H 1.5453 1.9560 -1.4961
H -0.8380 2.6386 -1.0017


22
Properties=species:S:1:pos:R:3 method="wB97M-V/def2-TZVPD" total_charge=-1 max_force_ev_per_a=3.18 gap_ev=7.406 de_lowest_kcal_mol=96.1 homo_energy_ev=-3.7 smiles="C=C(C)C(=O)O[S@@](=O)([O-])=C1CCO1" lumo_ev=3.704 total_energy_ha=-1046.39677
C -2.0488 -0.2353 1.5529
C -2.0195 0.1216 0.2983
C -2.5442 1.4076 -0.1779
C -1.3958 -0.7472 -0.7714
O -1.6036 -0.5158 -1.9427
O -0.6828 -1.7248 -0.3407
S 0.8933 -1.2876 0.7170
O 0.6794 -1.6608 2.0910
O 1.8067 -2.1482 -0.0016
C 1.2430 0.4860 0.4544
C 1.7292 0.3336 -1.0475
C 3.0896 0.1689 -0.4166
O 2.6109 0.5691 0.8510
H -2.3967 0.4040 2.2915
H -1.5185 -1.1366 1.7844
H -3.5754 1.2445 -0.7077
H -1.9742 2.0046 -0.9679
H -2.6193 1.9613 0.8144
H 1.6886 1.2227 -1.7761
H 1.4231 -0.4816 -1.5673
H 3.3653 -0.8217 -0.2388
H 3.8498 0.8356 -0.8987


17
Properties=species:S:1:pos:R:3 method="wB97M-V/def2-TZVPD" max_force_ev_per_a=6.13 gap_ev=9.595 de_lowest_kcal_mol=74.3 homo_energy_ev=-9.2 lumo_ev=0.381 total_energy_ha=-613.31036
C -2.2331 -0.3580 0.0071
C -1.2078 -0.9237 -0.1780
C 2.1762 0.7065 -0.6160
C 2.0969 0.7706 0.6795
C 1.4559 -0.3599 -1.3388
C 1.4266 -0.4709 1.2289
C -3.5947 0.1682 0.0981
P 0.9754 -1.6264 -0.0849
H 2.7253 1.3962 -1.3089
H 2.3738 1.5098 1.4115
H 0.5846 0.0659 -1.7694
H 2.2538 -0.7402 -2.1293
H 2.2838 -0.9742 1.9217
H 0.5935 -0.1813 1.8653
H -4.2868 -0.4805 0.6812
H -3.6088 1.3377 0.4357
H -4.0146 0.1602 -0.9036


14
Properties=species:S:1:pos:R:3 method="wB97M-V/def2-TZVPD" total_charge=-1 max_force_ev_per_a=5.31 gap_ev=9.762 de_lowest_kcal_mol=0.0 homo_energy_ev=-6.9 smiles="N#Cc1nn(C(=O)[O-])c(C#N)c1C#N" lumo_ev=2.877 total_energy_ha=-691.07859
N -1.3517 3.0386 2.1863
C -1.0133 2.2982 1.3875
C -0.4655 1.2886 0.6042
N 0.8683 1.1792 0.4729
N 1.1472 -0.0257 -0.0126
C 2.6486 -0.5930 -0.3888
O 3.4698 0.2140 -0.2154
O 2.4564 -1.7616 -0.6755
C 0.0302 -0.7358 -0.2762
C 0.0749 -2.0736 -0.7793
N 0.1657 -3.0676 -1.3204
C -1.0568 0.0690 0.0882
C -2.3678 -0.0161 -0.3104
N -3.4363 -0.0695 -0.8106


318
Properties=species:S:1:pos:R:3 method="wB97M-V/def2-TZVPD" total_charge=+6 max_force_ev_per_a=3.50 gap_ev=8.444 homo_energy_ev=-17.4 lumo_ev=-8.932 total_energy_ha=-5629.93357
C -1.5386 -3.4539 -4.5063
C -0.0346 -3.8418 -4.6579
C 0.5630 -3.3154 -5.9703
O 1.9303 -3.6113 -6.1118
C 2.4046 -4.2883 -7.3480
N 0.6518 -3.1417 -3.5095
H 0.2565 -3.2918 -2.5406
H 1.6109 -3.4500 -3.5537
H 0.6949 -2.1037 -3.6944
H -1.8389 -3.6434 -3.4990
H -2.2407 -4.0795 -5.0525
H -1.6527 -2.3815 -4.7292
H 0.1635 -4.9293 -4.5784
H 0.3898 -2.2559 -5.8993
H -0.0678 -3.7204 -6.7984
H 3.4314 -4.5981 -7.0918
H 2.4531 -3.6196 -8.1693
H 1.7755 -5.1589 -7.4915
C 3.3550 -9.6072 -0.3100
C 2.9513 -8.2428 0.0715
C 3.8552 -7.2291 -0.5610
O 3.4986 -5.9089 -0.0314
C 3.9303 -4.9804 -0.9551
N 1.5610 -7.9345 -0.4820
H 1.3216 -8.6813 -1.0696
H 0.8265 -7.9135 0.2298
H 1.3924 -6.9043 -0.8408
H 4.2405 -9.7947 0.2567
H 3.6127 -9.7002 -1.3696
H 2.6351 -10.3353 0.0165
H 2.8954 -8.1754 1.1592
H 3.6888 -7.2683 -1.6216
H 4.9167 -7.4477 -0.2958
H 3.6000 -3.9907 -0.5751
H 3.3271 -5.1406 -1.8340
H 5.0201 -5.0079 -1.0994
C 1.4480 -0.5250 -0.5748
C 0.0873 -0.3375 0.0173
C -0.1054 1.1676 0.4781
O 1.1006 1.3690 1.1756
C 1.1221 2.2600 2.3061
N -0.9277 -0.7784 -1.0079
H -0.7633 -0.1990 -1.9129
H -0.7716 -1.7636 -1.1664
H -1.9125 -0.6330 -0.7283
H 1.5166 -1.5435 -1.0491
H 2.2078 -0.5161 0.2011
H 1.6773 0.1679 -1.3420
H -0.0121 -0.9929 0.8863
H -1.0353 1.2179 1.0473
H -0.1441 1.8633 -0.3452
H 0.0950 2.4692 2.5464
H 1.6858 3.1486 2.0202
H 1.5308 1.6850 3.1371
C 3.1691 3.2974 -0.3504
C 4.3172 3.3931 -1.3712
C 3.7860 4.1283 -2.6101
O 4.6799 3.8984 -3.6849
C 5.2655 5.0468 -4.2379
N 5.5582 3.8650 -0.7505
H 5.4981 4.7669 -0.3274
H 5.7057 2.7882 0.5106
H 6.2995 3.8294 -1.4482
H 2.2048 2.9371 -0.7721
H 2.9749 4.3039 0.0184
H 3.4340 2.6678 0.4966
H 4.5570 2.4121 -1.8330
H 3.6647 5.2137 -2.3857
H 2.8098 3.6834 -2.8349
H 4.5539 5.7590 -4.6868
H 5.8585 4.6697 -5.0748
H 5.9897 5.5303 -3.6019
C -3.4764 6.7919 2.6849
C -2.3295 6.5161 1.6886
C -2.0714 7.7554 0.9221
O -0.9471 7.5647 0.1338
C -0.5852 8.6379 -0.7430
N -1.1269 5.9579 2.4463
H -0.5325 5.8522 1.6552
H -0.8096 6.7376 3.0380
H -1.6654 5.0117 3.9121
H -3.7444 5.8690 3.2451
H -4.3435 7.1791 2.0984
H -3.2732 7.4743 3.4675
H -2.6459 5.7238 1.0143
H -1.9551 8.5848 1.6560
H -2.9077 7.9381 0.2410
H -0.0115 9.3832 -0.1661
H -1.4572 9.0682 -1.2688
H 0.1027 8.1418 -1.4777
C 2.9409 3.6086 6.1434
C 3.2340 4.8458 5.2936
C 2.7366 6.0922 6.0368
O 2.7204 7.1761 5.0790
C 2.5549 8.4216 5.6727
N 4.7084 4.9478 5.1174
H 5.2220 4.6371 5.9010
H 5.0254 4.3977 4.2874
H 4.9483 5.9254 5.0569
H 3.1507 2.7470 5.5056
H 1.9612 3.6993 6.5737
H 3.7058 3.6385 6.8733
H 2.8431 4.8055 4.2695
H 3.5491 6.2771 6.7479
H 1.7685 5.8830 6.5066
H 1.5490 8.5700 5.9785
H 2.7954 9.2015 4.9509
H 3.2261 8.5665 6.5131
C -6.7155 -5.6883 -0.6877
C -6.3157 -5.2051 -2.0989
C -6.6624 -6.3029 -3.1028
O -5.5838 -7.2357 -3.1112
C -5.7643 -8.3542 -3.9742
N -6.8700 -3.8234 -2.4971
H -7.7234 -3.5622 -2.0735
H -5.4003 -2.6912 -2.2488
H -6.9861 -3.7953 -3.5054
H -7.7089 -5.3106 -0.4515
H -5.9517 -5.3534 0.0506
H -6.7377 -6.7836 -0.6940
H -5.2149 -5.0634 -2.0578
H -6.8261 -5.9927 -4.1495
H -7.6261 -6.7744 -2.8170
H -6.0486 -9.2734 -3.4607
H -4.8110 -8.5919 -4.4999
H -6.5015 -8.2068 -4.8079
C -7.4686 2.3783 -1.3553
C -6.3107 2.4820 -0.3054
N -6.4574 3.7213 0.6481
C -6.5843 5.0500 -0.0675
C -7.5947 3.3818 1.6626
C -7.7958 4.3436 2.8810
C -5.1629 3.7091 1.4796
C -3.8283 3.4653 0.6842
O -3.6997 4.2085 -0.4924
C -2.4784 3.8719 -1.2034
H -7.5403 3.3040 -1.9428
H -8.4067 2.2905 -0.7835
H -7.2404 1.5282 -2.0287
H -5.3474 2.5426 -0.8147
H -6.3439 1.6879 0.4338
H -7.6393 5.1151 -0.3528
H -5.9163 5.1610 -0.9282
H -6.4247 5.8107 0.7328
H -7.3763 2.3857 2.0456
H -8.5261 3.3621 1.1768
H -7.8691 5.3597 2.5861
H -7.0891 4.1941 3.6915
H -8.7834 4.0722 3.2536
H -5.0827 2.8544 2.1341
H -5.0712 4.6418 2.0189
H -3.7215 2.4081 0.4779
H -2.9879 3.8019 1.3152
H -1.6539 3.7473 -0.5540
H -2.1911 4.7215 -1.7644
H -2.5955 2.9790 -1.8037
C -5.4656 -1.5127 5.4687
C -4.1734 -2.2359 5.0530
N -2.8689 -1.5372 5.5780
C -1.6296 -2.2560 5.0044
C -2.8720 -0.0740 5.1063
C -1.5697 0.6745 5.3390
C -2.8514 -1.5152 7.0802
C -3.4087 -2.7903 7.7316
O -2.7260 -3.8801 7.2237
C -2.5932 -5.0087 8.1486
H -5.6272 -1.5311 6.5311
H -6.2896 -1.9745 4.9101
H -5.3643 -0.4743 5.0829
H -4.0236 -2.2302 3.9875
H -4.1769 -3.2881 5.3668
H -1.7212 -2.3276 3.9425
H -1.5842 -3.2504 5.4552
H -0.7728 -1.6702 5.3276
H -3.6779 0.3584 5.6801
H -3.2068 -0.1178 4.0437
H -1.6876 1.7637 5.2451
H -0.7813 0.3243 4.6979
H -1.1641 0.5175 6.3381
H -3.4411 -0.6366 7.3926
H -1.7901 -1.2942 7.3698
H -4.4772 -2.9171 7.5668
H -3.1960 -2.7400 8.8087
H -3.5510 -5.2290 8.6548
H -1.8452 -4.8157 8.9367
H -2.2643 -5.8721 7.5603
C 2.9085 -3.5317 3.3573
C 4.1399 -3.0693 4.1397
N 5.4275 -3.2054 3.2492
C 5.6586 -4.6841 2.9566
C 5.2493 -2.4374 1.9594
C 4.6551 -1.0231 2.1126
C 6.6000 -2.6125 3.9665
C 6.8083 -2.9734 5.3942
O 7.1057 -4.3150 5.5611
C 7.7507 -4.5102 6.8379
H 2.9059 -4.6301 3.3021
H 2.9390 -3.2498 2.2823
H 1.9795 -3.1768 3.8191
H 4.3410 -3.6924 5.0366
H 4.0672 -2.0146 4.5045
H 4.7491 -4.9555 2.4430
H 5.7736 -5.1573 3.9252
H 6.5266 -4.6337 2.3274
H 4.6154 -3.0185 1.3067
H 6.2770 -2.3834 1.6040
H 5.4249 -0.3412 2.4757
H 3.7957 -0.8356 2.7623
H 4.3471 -0.6039 1.1538
H 6.4765 -1.5561 3.8954
H 7.4895 -2.8652 3.3892
H 6.0074 -2.6735 6.0398
H 7.6443 -2.3481 5.6787
H 7.0706 -4.1056 7.6166
H 8.7123 -3.9563 6.9151
H 7.8775 -5.5682 7.0842
C 4.1978 1.4547 -5.6938
C 5.5000 0.6124 -5.9164
N 5.2238 -0.8868 -6.0702
C 4.3279 -1.2025 -7.2258
C 6.5983 -1.4959 -6.2057
C 6.6290 -3.0320 -6.3066
C 4.4942 -1.4167 -4.8487
C 5.0517 -1.0734 -3.4060
O 6.3430 -1.5215 -3.2284
C 6.7284 -1.5825 -1.8320
H 3.3822 1.4222 -6.3906
H 4.5842 2.4811 -5.5319
H 3.7831 1.1014 -4.7615
H 6.1180 0.7573 -5.0241
H 6.0438 0.8815 -6.8554
H 4.8517 -1.0266 -8.1795
H 3.4513 -0.5974 -7.2360
H 4.0762 -2.2524 -7.1498
H 7.1173 -1.1322 -5.3252
H 7.0319 -1.1524 -7.1031
H 5.7049 -3.4923 -6.6696
H 6.8163 -3.5528 -5.3582
H 7.4481 -3.3305 -6.9440
H 4.4308 -2.5303 -4.9257
H 3.4505 -1.1626 -4.8119
H 4.3999 -1.5276 -2.6338
H 4.9963 0.0314 -3.2376
H 6.5230 -0.5583 -1.4387
H 7.7893 -1.7670 -1.7066
H 6.0994 -2.2581 -1.2415
C -6.1629 0.0352 -5.0594
C -5.8868 1.2261 -5.8657
N -4.3566 1.4441 -6.0724
C -3.6080 1.3707 -4.7505
C -3.7186 0.3266 -6.9778
C -4.4005 -0.0461 -8.3560
C -4.1066 2.8606 -6.7988
C -4.5682 4.1321 -6.0996
O -3.9116 4.4194 -4.8107
C -4.0321 5.7757 -4.5009
H -5.6952 -0.0381 -4.0638
H -5.8791 -0.8595 -5.6008
H -7.2068 -0.1169 -4.8526
H -6.2057 2.1259 -5.4115
H -6.3336 1.1787 -6.8567
H -4.0804 1.8772 -3.9128
H -2.6223 1.7657 -4.9613
H -3.5157 0.3538 -4.4201
H -3.6436 -0.5655 -6.2990
H -2.6509 0.5916 -7.0625
H -4.2307 0.7415 -9.0363
H -5.4505 -0.2974 -8.2005
H -3.8466 -0.8722 -8.8157
H -4.6913 2.7939 -7.7096
H -3.0060 2.9432 -6.8962
H -5.6453 4.1264 -5.9176
H -4.3371 4.9499 -6.8392
H -3.5065 6.3859 -5.2561
H -3.5955 5.9208 -3.5064
H -5.0888 6.0853 -4.4635
C -6.0398 -1.9120 -0.0037
C -5.0097 -1.3598 -0.8771
O -4.8053 -1.9835 -2.0460
O -4.3356 -0.3512 -0.5551
H -5.9952 -1.3648 0.8891
H -5.9721 -3.0308 0.0630
H -7.0299 -1.6122 -0.3416
C 0.6463 -4.6545 0.9526
C 0.3166 -4.6526 -0.5074
O 0.6508 -5.6669 -1.1593
O -0.3198 -3.6655 -0.9253
H 0.6284 -3.6353 1.3627
H 1.6017 -5.1963 1.0735
H -0.2160 -5.0938 1.4112
C 6.9511 1.5407 3.3891
C 6.1450 2.4062 2.4381
O 5.4433 3.3404 2.9036
O 6.1762 2.1292 1.1712
H 6.3178 1.2171 4.2436
H 7.8380 2.1611 3.5756
H 7.5271 0.7756 2.8709
C 0.6506 1.7934 -4.6559
C 0.2305 0.5711 -3.9299
O -0.8236 0.6602 -3.2362
O 0.9112 -0.4582 -4.1408
H 1.3946 2.2985 -4.0612
H -0.2342 2.4323 -4.8820
H 1.1323 1.5402 -5.5923
C 2.5866 -0.1694 6.2085
C 2.0436 -0.1301 4.7754
O 2.7263 0.5393 3.9937
O 1.0220 -0.7810 4.4770
H 2.5954 -1.2115 6.5917
H 1.9732 0.3696 6.9115
H 3.6046 0.2496 6.2287
C -2.8676 4.0297 6.7260
C -2.5821 4.0160 5.2316
O -1.5463 4.7684 4.9215
O -3.2179 3.3791 4.3370
H -1.9726 3.6593 7.2155
H -3.7540 3.4757 7.0290
H -3.0528 5.1182 6.9024